Computed, not measured: a structure of composition C11H26N6O7Pt at a distorted geometry, with wB97M-V/def2-TZVPD.

XYZ file:
```
51
Properties=species:S:1:pos:R:3:forces:R:3
O -0.678 0.644 -5.158 -0.711 -0.131 0.219
H -1.264 0.233 -5.819 0.589 0.179 0.303
Pt -0.653 0.307 0.012 1.825 0.180 0.539
N -0.348 1.917 1.229 1.096 0.057 -1.498
N 0.800 1.241 -1.022 -0.243 0.877 0.519
N -1.735 -0.815 1.333 -0.135 1.575 0.154
N -0.857 -1.405 -1.017 0.264 1.314 -1.011
O -1.035 2.110 2.297 -0.197 -0.010 0.675
O -2.130 -0.409 2.609 -0.052 -0.281 -0.169
O -0.304 -1.654 -2.263 -0.249 -0.190 -0.185
O 1.396 0.648 -1.969 -0.227 0.454 -0.438
C 1.242 2.353 -0.431 0.370 -1.231 -1.572
C 0.641 2.692 0.812 -1.463 0.058 1.340
C -1.949 -2.049 0.936 0.061 -0.760 -0.294
C -1.422 -2.386 -0.348 -0.297 -0.659 0.563
C 1.004 3.848 1.678 0.325 0.594 0.158
H 1.280 3.509 2.687 -0.270 0.000 -0.184
H 0.154 4.537 1.778 0.101 -0.276 0.105
H 1.846 4.438 1.302 -0.174 -0.280 -0.108
C 2.375 3.055 -1.090 0.562 0.317 -0.132
H 2.101 3.317 -2.121 0.114 -0.218 0.179
H 3.272 2.418 -1.139 -0.294 0.046 -0.082
H 2.671 3.984 -0.594 -0.215 -0.182 0.063
C -2.664 -3.022 1.792 -0.445 -0.882 0.295
C -1.492 -3.767 -0.898 -0.302 -0.834 -0.170
H -3.342 -2.573 2.530 0.413 0.157 -0.312
H -1.961 -3.669 2.338 -0.140 0.136 -0.014
H -3.273 -3.678 1.162 0.070 -0.010 0.106
H -0.731 -4.007 -1.656 -0.241 0.459 0.266
H -2.478 -3.939 -1.353 0.202 -0.102 -0.019
H -1.382 -4.504 -0.093 -0.099 0.104 -0.130
H -1.838 0.545 2.720 0.208 -0.353 -0.667
H -0.076 -0.781 -2.672 0.149 -0.483 0.844
C -1.570 1.073 -4.107 -0.258 0.112 -0.409
H -1.055 1.799 -3.447 -0.108 -0.745 -0.301
H -1.991 0.200 -3.559 0.410 0.594 -0.025
H -2.412 1.605 -4.573 0.064 -0.026 0.305
O -2.738 1.406 -0.159 -0.431 0.004 -0.209
H -2.692 0.497 0.247 -1.039 1.210 0.019
H -2.037 1.939 0.284 -1.380 0.046 0.027
C 3.358 0.283 2.102 0.393 0.257 0.214
N 2.929 -1.074 1.830 0.694 -1.030 0.425
C 1.787 -1.417 1.238 -1.327 2.690 -0.956
N 1.462 -2.704 1.053 0.337 -0.549 0.243
O 1.098 -0.417 0.868 1.936 -2.332 1.284
H 2.640 1.029 1.755 0.010 -0.460 -0.026
H 4.319 0.464 1.610 -0.137 0.044 0.031
H 3.495 0.409 3.181 -0.035 0.047 -0.122
H 3.526 -1.822 2.126 0.286 0.011 0.159
H 0.604 -3.007 0.602 0.218 0.514 0.117
H 2.108 -3.406 1.379 -0.230 -0.016 -0.120
```
Positions in Å, forces in eV/Å.

Properties
DFT total energy (Eh): -1408.99167
Energy above the lowest of the compared OMol25 structures with the same formula, charge and spin (kcal per mole): 32.4
2S+1: 3
Highest occupied orbital energy (spin up / spin down) (eV): -6.09 / -6.99
Expectation value of S²: 2.018

Computed, not measured: the molecule C3H6N2O2 at a distorted geometry, with wB97M-V/def2-TZVPD.

XYZ file:
```
13
Properties=species:S:1:pos:R:3:forces:R:3
N 0.076 -1.221 -1.457 0.199 0.268 0.905
C 0.525 0.081 -1.526 -0.349 -0.932 0.277
O 1.065 0.533 -2.495 0.224 0.379 -0.500
N 0.219 0.872 -0.390 0.028 0.347 -0.562
C 0.414 0.468 0.970 -0.953 -0.322 0.781
C -0.938 0.222 1.663 0.462 0.188 -0.163
O -1.617 -0.730 1.400 -0.225 -0.252 -0.050
H 0.559 -1.919 -1.998 -0.099 0.061 -0.084
H -0.337 -1.494 -0.570 0.054 -0.189 -0.413
H -0.574 1.464 -0.577 0.182 0.382 0.075
H 0.936 -0.485 1.041 0.275 0.056 -0.182
H 0.949 1.220 1.550 0.252 0.078 -0.126
H -1.276 0.988 2.388 -0.050 -0.064 0.042
```
Positions in Å, forces in eV/Å.

Properties
DFT total energy (Eh): -377.89981
Energy above the lowest of the compared OMol25 structures with the same formula, charge and spin (kcal per mole): 37.4
SMILES string: NC(=O)NCC=O
Highest occupied orbital energy (eV): -9.51

Computed, not measured: a cluster of 9 separate species, C4H28N2O10S in total at a distorted geometry, with wB97M-V/def2-TZVPD.

XYZ file:
```
45
Properties=species:S:1:pos:R:3:forces:R:3
N -0.626 -0.075 3.089 0.700 -1.483 -0.755
C 0.565 -0.282 2.312 1.088 0.437 0.486
N 0.514 0.183 0.903 -0.671 -0.644 0.222
C 1.145 -0.767 -0.049 0.787 1.094 -0.303
C 2.416 -0.048 -0.547 -0.171 -1.561 -0.790
S 3.436 -1.032 -1.715 -0.153 0.217 -0.178
C 0.213 -1.104 -1.237 -1.440 -0.227 -0.717
O -1.148 -0.777 -0.867 0.646 -0.072 0.181
O 0.529 -0.431 -2.429 0.457 0.024 0.112
H -0.634 0.837 3.458 -0.571 1.114 0.288
H -1.447 -0.354 2.571 -0.259 0.265 0.248
H 0.958 -1.299 2.357 -0.588 -0.433 -0.123
H 1.357 0.261 2.838 0.065 0.243 -0.006
H -0.480 0.195 0.676 0.105 0.127 -0.003
H 1.468 -1.686 0.439 -0.343 -0.192 0.083
H 3.187 -0.015 0.210 -0.351 0.725 0.727
H 2.043 0.896 -0.929 0.679 0.273 -0.215
H 2.642 -1.007 -2.793 -0.028 0.023 0.093
H 0.165 -2.161 -1.502 0.785 0.015 0.512
H -1.711 -1.420 -1.300 -0.452 -0.001 -0.141
H -0.206 0.101 -2.745 -0.001 0.284 0.182
O -2.059 -2.813 1.330 1.103 -1.399 0.778
H -2.978 -2.663 1.544 -0.124 0.826 -0.696
H -1.613 -2.162 0.788 -0.892 0.888 0.012
O -0.343 2.300 -2.671 -0.159 -0.159 0.081
H -0.895 2.013 -1.927 0.000 0.301 -0.152
H 0.238 2.943 -2.253 0.100 -0.003 -0.120
O -0.193 -4.017 -0.377 0.205 -0.005 -0.276
H -1.055 -3.604 -0.247 -0.117 -0.480 0.290
H 0.117 -4.199 0.515 -0.128 -0.061 0.058
O 3.117 2.545 1.348 -0.296 0.047 0.137
H 2.951 2.080 2.177 0.156 0.011 0.011
H 2.541 2.086 0.721 0.145 -0.049 -0.044
O -1.827 2.876 -0.387 -0.318 -0.075 0.641
H -1.326 2.869 0.447 0.287 0.413 -0.423
H -2.061 3.806 -0.497 0.009 -0.049 -0.139
O -3.999 -1.313 0.074 -1.040 0.363 -0.637
H -4.851 -1.003 -0.273 -0.038 -0.800 -0.080
H -3.662 -0.432 0.295 0.760 0.057 0.502
O -2.998 0.896 1.071 0.132 1.212 0.240
H -3.394 1.323 1.843 -0.101 -0.371 0.059
H -2.751 1.677 0.523 -0.118 -0.560 -0.214
O 0.285 3.544 1.311 -0.187 -0.490 0.199
H 0.408 2.581 1.367 0.170 0.054 -0.089
H 1.159 3.884 1.527 0.167 0.099 -0.044
```
Positions in Å, forces in eV/Å.

Properties
DFT total energy (Eh): -1429.27218
Energy above the lowest of the compared OMol25 structures with the same formula, charge and spin (kcal per mole): 95.7
SMILES string: NCN[C@H](CS)C(O)O.O.O.O.O.O.O.O.O
Highest occupied orbital energy (eV): -8.81

Computed, not measured: a cluster of 12 separate species, C34H97N5O12 in total at a distorted geometry, with wB97M-V/def2-TZVPD.

XYZ file:
```
148
Properties=species:S:1:pos:R:3:forces:R:3
C 12.711 -14.392 -13.207 1.354 -1.066 0.328
O 11.420 -13.975 -13.564 0.371 0.508 0.223
C 10.987 -12.837 -12.830 0.294 0.634 -0.795
C 11.062 -11.578 -13.720 -0.405 1.313 0.511
C 10.579 -10.299 -13.006 -0.462 -0.793 0.107
N 10.371 -11.789 -14.985 1.092 -0.161 -0.309
H 13.530 -13.667 -13.135 -0.676 0.718 -0.385
H 13.079 -15.105 -13.946 -0.347 -0.043 -0.079
H 12.750 -14.897 -12.232 -0.517 -0.112 0.011
H 9.942 -13.036 -12.580 0.050 0.216 0.383
H 11.636 -12.654 -11.970 -0.319 -0.292 0.329
H 12.101 -11.271 -13.885 0.199 -0.965 -0.578
H 10.408 -9.465 -13.684 0.287 -0.126 -0.243
H 11.372 -10.035 -12.307 -0.360 0.249 0.317
H 9.618 -10.463 -12.507 0.155 0.032 0.289
H 9.366 -11.709 -14.919 -0.027 -0.239 0.200
H 10.664 -12.734 -15.233 -0.661 0.006 -0.348
C 17.503 -14.766 -19.277 0.793 0.141 -0.356
O 16.225 -14.519 -19.783 -0.264 -0.413 -0.213
C 15.778 -13.199 -19.688 -0.548 0.557 0.210
C 16.144 -12.341 -20.901 0.030 -0.244 0.218
C 15.695 -10.902 -20.661 -0.121 0.101 -0.414
N 15.491 -12.886 -22.090 -0.090 0.266 -0.105
H 17.644 -14.221 -18.342 0.091 -0.388 0.265
H 18.326 -14.467 -19.943 -0.227 0.360 -0.204
H 17.634 -15.844 -19.212 -0.225 -0.025 0.537
H 14.683 -13.256 -19.646 -0.066 -0.038 -0.151
H 16.033 -12.724 -18.731 0.490 -0.112 -0.029
H 17.223 -12.427 -21.064 0.025 0.316 0.072
H 15.996 -10.226 -21.463 0.322 -0.161 -0.023
H 16.053 -10.500 -19.712 -0.049 -0.056 0.031
H 14.603 -10.849 -20.704 -0.027 -0.136 0.315
H 16.001 -13.679 -22.457 0.002 -0.032 0.100
H 14.586 -13.236 -21.788 0.037 0.172 -0.365
C 4.931 -11.189 -20.094 -0.316 1.102 -0.233
O 6.079 -10.753 -20.814 -0.188 0.005 0.215
C 5.913 -9.449 -21.367 0.373 -0.393 0.718
C 4.779 -9.345 -22.341 -1.009 1.306 -1.898
C 4.922 -10.319 -23.512 0.424 -0.197 -0.371
N 4.655 -7.923 -22.845 0.920 -0.374 -0.083
H 4.259 -10.344 -19.909 0.015 0.057 -0.003
H 5.199 -11.524 -19.094 0.187 -0.599 -0.201
H 4.357 -11.877 -20.712 0.097 -0.492 0.340
H 5.838 -8.721 -20.551 -0.246 0.069 -0.022
H 6.859 -9.249 -21.876 -0.107 0.049 -0.199
H 3.747 -9.447 -21.987 0.484 -0.662 0.864
H 4.536 -11.304 -23.246 0.208 -0.058 -0.139
H 5.942 -10.417 -23.899 0.162 -0.168 0.585
H 4.415 -9.984 -24.422 -0.598 0.071 0.353
H 5.563 -7.458 -22.900 -0.003 -0.166 0.268
H 4.428 -8.050 -23.822 -0.356 0.361 -0.144
C 9.679 -11.321 -20.931 -0.560 -0.276 1.213
O 10.891 -11.541 -20.244 0.796 0.402 -0.859
C 11.007 -11.167 -18.899 -0.683 -0.445 0.072
C 12.308 -11.785 -18.405 -0.223 0.375 0.703
C 12.127 -13.262 -18.145 0.474 -0.634 -0.901
N 12.710 -11.148 -17.127 -0.548 -0.161 -0.630
H 9.190 -10.377 -20.665 0.120 0.039 0.134
H 9.037 -12.147 -20.602 -0.508 0.177 -0.521
H 9.816 -11.313 -22.008 0.282 -0.302 0.038
H 10.907 -10.086 -18.727 0.477 0.156 -0.353
H 10.198 -11.584 -18.274 -0.135 -0.176 -0.180
H 13.078 -11.618 -19.161 0.027 0.008 0.068
H 11.431 -13.476 -17.334 0.078 0.103 0.111
H 13.094 -13.734 -17.960 -0.041 0.091 0.441
H 11.779 -13.777 -19.045 -0.292 0.177 0.027
H 11.864 -11.232 -16.541 0.394 0.380 0.159
H 12.835 -10.164 -17.353 0.098 0.069 0.465
C 10.334 -17.427 -19.050 -0.219 -1.512 -0.430
O 11.538 -17.425 -19.788 0.286 0.932 -0.250
C 11.275 -16.985 -21.126 -0.957 -0.216 0.056
C 12.483 -16.502 -21.907 -0.259 0.070 -0.429
C 12.951 -15.111 -21.484 0.651 -1.323 2.505
N 12.120 -16.383 -23.367 0.245 -0.387 1.202
H 9.537 -17.799 -19.708 -0.234 0.452 0.018
H 10.055 -16.480 -18.588 0.184 0.155 -0.065
H 10.385 -18.240 -18.323 0.312 0.390 0.427
H 10.800 -17.841 -21.621 0.147 0.074 -0.389
H 10.505 -16.201 -21.116 0.116 0.178 0.049
H 13.230 -17.288 -21.758 0.361 0.382 -0.052
H 13.990 -14.943 -21.757 -0.383 0.424 -1.157
H 13.162 -15.098 -20.399 -0.576 -0.288 0.074
H 12.162 -14.369 -21.599 0.383 0.310 -0.697
H 12.467 -15.466 -23.605 -0.047 0.033 -0.605
H 12.670 -17.060 -23.882 -0.152 0.071 -0.188
C 11.648 -8.992 -22.886 1.367 0.808 -0.221
C 12.574 -8.532 -24.036 -1.075 -0.737 -0.167
O 12.678 -7.117 -23.993 0.350 -0.044 -0.402
H 12.203 -8.806 -21.964 -0.187 -0.483 0.232
H 11.329 -10.022 -23.010 -0.024 -0.023 0.230
H 10.824 -8.280 -22.856 -0.332 -0.311 -0.155
H 12.140 -8.949 -24.955 -0.153 0.678 -0.278
H 13.572 -8.968 -24.076 0.128 0.155 0.739
H 11.974 -6.731 -24.520 -0.017 -0.035 0.029
C 13.436 -7.981 -14.969 -0.227 1.148 0.939
C 12.042 -7.490 -15.319 0.178 -0.053 -1.710
O 12.117 -6.228 -16.005 -0.083 0.055 0.688
H 14.204 -7.654 -15.671 -0.376 -0.609 -0.692
H 13.375 -9.055 -14.801 0.511 -0.023 -0.015
H 13.809 -7.447 -14.087 -0.314 -0.433 0.381
H 11.334 -7.421 -14.489 0.311 -0.146 0.208
H 11.631 -8.164 -16.087 -0.161 -0.353 0.479
H 11.198 -5.990 -16.170 0.255 0.318 -0.203
C 8.530 -14.767 -24.998 -0.083 0.788 -0.233
C 8.080 -13.460 -24.354 -0.709 -0.431 1.496
O 6.675 -13.503 -24.111 -0.574 0.375 -0.746
H 8.219 -14.663 -26.038 0.476 -0.486 -0.176
H 8.018 -15.636 -24.592 -0.099 0.146 0.255
H 9.601 -14.909 -24.849 0.046 -0.044 -0.456
H 8.241 -12.574 -24.967 0.221 -0.180 -0.270
H 8.584 -13.275 -23.397 0.161 -0.089 -0.062
H 6.423 -13.735 -23.214 0.590 -0.091 0.336
C 16.258 -13.941 -15.834 -1.397 -0.594 -0.244
C 15.667 -12.584 -15.577 -1.116 1.708 -0.596
O 14.265 -12.617 -15.306 -0.146 -0.702 0.463
H 15.843 -14.296 -16.785 0.631 0.167 -0.306
H 15.768 -14.677 -15.186 0.551 0.209 0.601
H 17.342 -13.970 -15.782 0.009 -0.129 -0.069
H 15.704 -11.932 -16.466 0.799 -0.194 -0.013
H 16.142 -12.006 -14.776 0.164 -0.395 0.085
H 13.736 -12.187 -16.019 0.590 0.092 0.152
C 14.796 -7.564 -18.924 -0.058 -0.790 -0.194
C 15.132 -6.095 -18.793 -0.886 -0.162 0.910
O 14.076 -5.410 -18.127 -0.095 0.434 -0.206
H 13.777 -7.734 -19.281 0.013 0.378 -0.251
H 14.822 -8.109 -17.975 0.304 0.214 0.107
H 15.469 -8.074 -19.618 0.052 0.024 0.072
H 15.200 -5.626 -19.772 0.274 0.041 0.011
H 16.036 -5.959 -18.194 0.359 -0.007 -0.437
H 13.952 -5.737 -17.228 -0.092 -0.116 -0.103
C 7.399 -16.256 -21.596 0.669 -0.349 1.067
C 7.035 -15.313 -20.464 -0.523 -0.410 -0.398
O 6.533 -14.123 -21.074 0.505 0.431 0.139
H 6.520 -16.462 -22.200 0.234 -0.076 -0.332
H 7.814 -17.169 -21.150 -0.575 -0.214 -0.056
H 8.278 -15.900 -22.135 -0.454 0.434 -0.453
H 7.906 -15.202 -19.809 -0.050 0.574 -0.086
H 6.212 -15.712 -19.858 0.234 -0.270 0.036
H 6.597 -13.377 -20.466 -0.032 -0.015 -0.107
C 14.193 -16.579 -17.829 0.740 -0.226 1.045
C 14.563 -17.486 -16.666 0.108 -1.248 0.073
O 13.450 -18.003 -15.932 -0.317 0.142 0.073
H 13.498 -15.854 -17.406 -0.243 0.122 -0.667
H 13.837 -17.198 -18.648 -0.610 0.292 0.026
H 15.100 -16.093 -18.192 -0.106 0.230 0.025
H 15.161 -17.072 -15.854 0.136 0.562 -0.412
H 15.137 -18.330 -17.072 0.119 0.018 0.119
H 12.874 -18.548 -16.476 0.173 0.098 -0.248
```
Positions in Å, forces in eV/Å.

Properties
DFT total energy (Eh): -2530.02013
Energy above the lowest of the compared OMol25 structures with the same formula, charge and spin (kcal per mole): 59.9
SMILES string: COC[C@H](C)N.COC[C@H](C)N.COC[C@H](C)N.COC[C@H](C)N.COC[C@H](C)N.CCO.CCO.CCO.CCO.CCO.CCO.CCO
Highest occupied orbital energy (eV): -9.25